# C64H176N16O16

A cluster of 16 separate species, C64H176N16O16 in total at a distorted geometry (wB97M-V/def2-TZVPD, the OMol25 dataset).

Structure (XYZ):
```
272
Properties=species:S:1:pos:R:3:forces:R:3:mulliken_charge:R:1
C -4.336 -4.105 5.344 -0.54 0.13 0.21 -1.727
C -4.785 -3.141 4.232 -0.57 -1.28 0.99 1.656
C -6.240 -2.596 4.562 0.76 -0.41 -0.03 -0.827
O -7.227 -3.652 4.739 -0.01 0.95 -0.84 -0.366
C -8.568 -3.173 4.573 -0.10 0.00 0.91 -0.784
N -3.824 -2.062 4.054 -0.83 0.23 0.83 -0.309
H -4.380 -3.593 6.305 0.15 0.18 0.07 0.422
H -3.330 -4.510 5.229 0.07 0.16 -0.31 0.324
H -5.023 -4.947 5.436 -0.05 -0.07 -0.19 0.442
H -4.789 -3.706 3.300 -0.73 -0.36 -0.18 -0.335
H -6.504 -1.862 3.800 -0.38 -0.27 -0.49 0.360
H -6.217 -2.007 5.479 0.28 -0.05 0.35 0.444
H -8.877 -2.926 3.557 0.45 -0.05 -0.24 0.237
H -8.807 -2.327 5.217 0.57 0.64 -0.06 0.332
H -9.300 -3.869 4.982 0.45 -0.78 -0.30 0.312
H -4.333 -1.420 3.462 0.58 0.61 -0.14 0.228
H -3.050 -2.417 3.510 0.22 0.01 0.01 -0.254
C 2.614 -0.050 4.386 -0.57 -0.67 -0.93 -1.144
C 1.914 0.475 5.656 0.87 -0.91 0.29 1.674
C 2.215 -0.432 6.905 -0.21 2.33 0.43 -1.354
O 2.101 -1.758 6.631 1.56 -2.26 -0.71 -0.422
C 2.648 -2.626 7.640 -0.92 0.61 -0.56 -1.019
N 2.213 1.895 5.909 0.09 -0.22 0.14 -0.579
H 2.697 -1.136 4.344 -0.38 -0.13 0.24 0.266
H 3.605 0.256 4.050 0.20 0.72 1.19 0.363
H 2.023 0.224 3.513 -0.34 0.00 -0.06 0.038
H 0.832 0.385 5.564 -0.09 0.08 -0.54 -0.605
H 1.477 -0.279 7.692 -0.14 0.99 0.28 0.403
H 3.187 -0.158 7.316 0.44 -0.09 0.02 0.403
H 2.567 -3.651 7.278 -0.14 0.11 0.00 0.295
H 2.001 -2.468 8.503 0.35 -0.33 0.51 0.354
H 3.697 -2.419 7.852 -0.01 0.26 0.04 0.308
H 3.206 2.012 6.054 0.45 -0.35 0.60 0.362
H 2.163 2.368 5.018 -0.66 0.19 -0.52 0.124
C 1.237 1.555 -0.535 -0.11 -0.72 1.61 0.009
C -0.055 0.734 -0.812 1.75 1.45 -1.03 0.870
C -0.807 0.240 0.428 2.39 -0.42 -0.49 -0.045
O 0.201 -0.544 1.197 -2.53 0.40 -0.34 -0.163
C -0.451 -1.272 2.255 0.81 0.40 0.27 1.805
N -0.868 1.528 -1.744 -0.79 -0.62 1.18 2.585
H 1.756 2.056 -1.352 -0.63 -0.14 -0.47 0.323
H 1.953 0.857 -0.100 0.21 -0.02 0.08 -0.596
H 1.071 2.287 0.256 -0.22 0.31 -0.02 -0.672
H 0.349 -0.089 -1.402 -0.29 -0.85 0.37 -0.660
H -1.625 -0.385 0.070 -0.07 -0.25 0.23 -0.565
H -1.196 1.085 0.998 0.03 0.05 0.30 0.194
H -0.420 -0.735 3.203 0.16 0.35 0.01 -0.433
H 0.107 -2.185 2.463 -0.13 -0.04 -0.29 -0.104
H -1.511 -1.466 2.093 -0.07 -0.20 -0.55 -0.927
H -0.291 1.641 -2.565 0.33 0.35 -0.39 -0.352
H -1.489 0.803 -2.076 -0.91 0.01 -0.21 -1.269
C 3.927 4.580 0.836 0.88 -0.16 0.76 -1.491
C 3.949 3.800 2.194 -1.57 0.15 -0.40 2.192
C 4.769 4.363 3.380 0.17 0.28 -1.06 -0.910
O 6.164 4.307 3.021 -1.47 0.36 -0.35 -0.356
C 7.058 4.889 3.907 1.48 0.26 0.74 -0.922
N 2.526 3.558 2.600 0.52 -0.60 0.42 0.042
H 3.596 3.983 -0.013 -0.10 -0.53 0.26 0.180
H 4.947 4.876 0.592 -0.02 0.43 -0.07 0.448
H 3.227 5.415 0.855 0.31 0.28 0.30 0.335
H 4.351 2.806 2.000 0.14 -0.10 -0.06 -1.292
H 4.572 3.790 4.286 0.00 -0.28 0.02 0.302
H 4.477 5.395 3.577 0.04 0.27 0.03 0.605
H 7.235 4.297 4.805 -0.01 -0.52 -0.01 0.333
H 6.916 5.889 4.316 -1.19 0.38 -0.42 0.363
H 8.001 5.023 3.378 0.11 -0.44 -0.08 0.285
H 2.016 4.298 3.062 0.53 0.52 0.07 0.302
H 1.975 3.346 1.781 0.07 -0.22 -0.10 -0.346
C 2.537 4.618 -5.724 1.17 -0.18 -0.11 -1.730
C 3.546 3.637 -5.063 0.01 0.75 -0.27 0.831
C 5.031 4.083 -5.282 -0.53 -0.23 -0.26 -0.174
O 5.435 3.926 -6.640 -0.44 0.35 -0.23 -0.364
C 6.772 4.274 -6.883 0.93 -0.70 -0.15 -0.700
N 3.267 3.496 -3.614 -0.29 0.08 -1.14 -0.178
H 1.496 4.295 -5.705 0.13 -0.10 0.30 0.135
H 2.836 4.752 -6.763 -0.06 -0.08 -0.17 0.422
H 2.654 5.604 -5.275 -0.24 0.08 0.26 0.430
H 3.432 2.678 -5.569 -0.01 -0.28 0.21 -0.028
H 5.687 3.510 -4.626 -0.03 -0.27 0.06 -0.255
H 5.142 5.123 -4.976 -0.05 0.40 0.01 0.479
H 7.436 3.478 -6.545 0.19 -0.04 0.85 0.193
H 7.104 5.234 -6.487 -0.29 0.11 0.35 0.332
H 7.073 4.267 -7.931 -1.03 0.25 -0.41 0.290
H 3.836 2.725 -3.294 0.15 0.08 0.15 0.257
H 3.620 4.336 -3.178 -0.07 0.18 0.37 0.387
C 1.858 -0.155 -4.666 0.28 -0.87 0.67 -1.103
C 0.920 0.842 -5.265 -1.18 -0.42 -0.90 1.876
C -0.368 0.173 -5.877 0.31 0.71 0.63 1.070
O -0.165 -0.920 -6.751 0.00 0.18 -0.13 -0.457
C 0.595 -0.645 -7.941 -0.02 -0.86 1.55 -0.722
N 0.541 1.803 -4.251 -0.40 -0.32 0.20 1.190
H 2.125 -1.038 -5.248 0.36 0.48 -0.73 0.522
H 1.399 -0.675 -3.825 -0.45 0.41 0.42 -0.188
H 2.726 0.355 -4.247 0.32 -0.14 -0.21 -0.211
H 1.336 1.440 -6.075 0.72 -0.46 -0.46 -0.168
H -0.958 0.976 -6.320 0.05 0.22 -0.68 -0.607
H -1.057 -0.159 -5.100 0.39 -0.45 0.36 -0.603
H 1.616 -0.463 -7.607 0.12 0.90 -0.43 0.317
H 0.085 0.130 -8.513 0.46 0.04 -0.23 0.157
H 0.696 -1.605 -8.448 -0.55 0.16 -0.37 0.302
H 1.371 2.254 -3.894 0.40 0.20 0.15 -0.534
H 0.010 2.542 -4.688 -0.22 0.16 -0.07 -0.415
C -1.274 4.976 0.762 -1.19 -0.83 0.06 -1.738
C -2.460 4.104 0.275 0.50 0.24 -0.26 2.319
C -3.837 4.504 0.856 -0.33 0.26 -0.66 -0.984
O -4.830 3.719 0.225 -0.80 -1.68 -0.99 -0.061
C -6.220 3.940 0.488 0.96 1.24 0.96 -1.021
N -2.460 4.136 -1.197 -1.11 0.83 0.80 -0.530
H -1.095 4.675 1.795 0.49 0.48 0.13 0.322
H -1.519 6.032 0.652 -0.11 0.04 0.29 0.483
H -0.414 4.812 0.113 0.06 -0.32 0.21 0.332
H -2.316 3.040 0.459 0.25 -0.12 1.09 -1.069
H -4.041 5.538 0.579 0.14 0.46 0.26 0.463
H -3.954 4.358 1.930 0.50 0.18 0.28 0.442
H -6.921 3.223 0.061 0.74 -0.24 -0.45 0.265
H -6.484 4.948 0.169 -0.20 0.10 -0.30 0.328
H -6.405 3.939 1.563 0.05 -0.16 0.33 0.372
H -3.382 3.745 -1.332 -0.21 -0.14 -0.95 -0.431
H -1.823 3.387 -1.428 0.28 -0.39 -0.55 0.261
C 1.548 -4.634 4.232 -0.98 0.18 0.18 -1.355
C 0.147 -4.156 4.711 0.32 -0.27 1.98 0.709
C -0.360 -4.910 6.036 0.48 0.29 -1.94 -0.666
O -0.413 -6.281 5.697 0.00 -0.09 0.31 -0.364
C -1.085 -7.015 6.677 -0.03 -1.02 0.14 -0.748
N 0.225 -2.735 4.941 -0.23 0.69 -0.12 0.317
H 2.331 -4.326 4.925 -0.06 0.02 0.21 0.146
H 1.751 -4.121 3.292 0.07 -0.18 -0.13 0.238
H 1.592 -5.716 4.115 -0.04 0.09 -0.11 0.430
H -0.595 -4.311 3.927 -0.07 -0.42 -0.03 0.004
H -1.333 -4.557 6.376 -0.49 0.17 -0.49 0.363
H 0.248 -4.702 6.917 0.81 -0.15 -0.04 0.329
H -1.126 -8.078 6.438 0.06 0.02 -0.70 0.281
H -2.121 -6.691 6.774 -0.05 0.26 0.36 0.239
H -0.541 -7.050 7.621 -0.10 0.66 0.40 0.302
H 1.000 -2.433 5.515 0.26 -0.46 -0.21 -0.070
H -0.566 -2.347 5.435 -0.61 -0.20 -0.17 0.235
C -0.209 3.347 -8.248 0.72 -0.37 1.25 -1.455
C -1.525 3.739 -7.548 2.08 -2.24 -1.13 1.205
C -1.398 4.726 -6.442 0.34 -0.74 1.67 -0.967
O -0.923 4.019 -5.215 -0.49 1.40 -1.52 -0.205
C -1.055 4.819 -4.027 -0.52 -0.11 -0.62 -1.154
N -2.289 4.212 -8.629 -2.30 1.52 -1.06 -0.802
H -0.382 2.689 -9.100 -0.20 0.18 -0.11 0.486
H 0.413 2.765 -7.569 0.21 0.02 0.12 0.244
H 0.376 4.215 -8.554 -0.19 0.08 -0.13 0.277
H -1.957 2.796 -7.211 -0.02 -0.08 0.89 -0.226
H -2.401 5.131 -6.305 -0.09 0.24 0.57 0.355
H -0.715 5.536 -6.695 0.09 0.08 0.05 0.241
H -0.601 5.806 -4.120 0.20 0.07 -0.24 0.386
H -0.595 4.309 -3.180 -0.13 -0.18 -0.24 0.077
H -2.125 4.952 -3.865 0.02 0.08 0.46 0.329
H -3.228 4.393 -8.303 -0.40 0.49 0.06 0.300
H -2.457 3.476 -9.300 0.44 -0.12 -0.22 0.319
C 8.110 -0.594 2.682 -1.36 -1.32 -0.85 -1.582
C 6.936 0.352 2.257 1.64 -0.58 0.63 0.482
C 5.536 -0.285 2.327 1.39 -0.57 -1.74 0.696
O 5.370 -1.092 1.101 1.40 1.34 1.37 -0.490
C 4.089 -1.569 0.886 -0.70 -0.25 0.70 -0.160
N 7.071 1.457 3.205 -0.38 0.18 -0.46 -0.636
H 8.240 -1.379 1.937 0.10 0.07 -0.36 0.328
H 7.824 -1.186 3.552 0.20 0.44 0.50 0.330
H 9.079 -0.109 2.799 -0.25 0.24 0.16 0.457
H 7.245 0.673 1.262 -0.74 0.04 -0.51 -0.009
H 4.750 0.466 2.406 -0.04 0.06 -0.12 -0.477
H 5.595 -0.889 3.232 -0.68 -0.39 0.01 0.415
H 3.388 -0.797 0.568 -0.05 0.20 -0.32 -0.326
H 3.690 -1.934 1.833 -0.29 -0.45 0.05 0.271
H 4.145 -2.379 0.160 -0.11 0.09 0.00 0.379
H 8.032 1.718 3.034 0.30 0.44 0.62 0.354
H 6.564 2.247 2.831 -0.32 0.38 0.21 0.148
C -4.967 -8.099 -2.065 1.38 -0.25 0.54 -1.508
C -4.844 -7.071 -0.914 -0.13 -0.40 -1.12 0.477
C -3.415 -6.416 -0.759 -1.23 -0.01 0.40 -0.795
O -3.485 -5.344 0.249 -2.58 -1.69 -2.09 -0.292
C -2.263 -4.774 0.478 0.78 -0.03 0.92 -0.014
N -5.792 -5.988 -1.215 1.14 0.52 0.71 -0.620
H -5.872 -8.706 -2.079 -0.22 0.40 0.30 0.377
H -4.151 -8.818 -1.992 0.14 -0.22 0.00 0.354
H -4.851 -7.621 -3.037 -0.15 0.25 0.12 0.361
H -5.115 -7.489 0.056 0.27 -0.49 0.08 0.331
H -3.086 -6.026 -1.722 -0.04 0.38 -0.11 0.154
H -2.682 -7.167 -0.465 0.03 -0.10 0.31 0.600
H -2.405 -3.939 1.164 0.06 0.10 -0.01 -0.276
H -1.801 -4.413 -0.440 0.42 -0.16 0.04 -0.117
H -1.759 -5.575 1.020 1.35 0.42 -0.13 0.565
H -6.723 -6.213 -0.893 -0.18 -0.28 -0.02 0.274
H -5.393 -5.419 -0.482 -1.01 1.57 0.10 0.124
C 7.962 2.376 -3.070 -1.68 -0.55 -0.17 -0.922
C 7.520 0.859 -3.184 1.12 1.31 -0.31 0.798
C 6.036 0.715 -3.714 2.07 0.89 0.52 -1.008
O 5.243 1.664 -2.950 0.80 -2.11 -0.67 -0.225
C 4.883 1.133 -1.694 -1.06 0.67 0.88 -0.258
N 8.571 0.129 -3.927 -0.93 -0.66 -0.14 -0.765
H 7.608 2.913 -3.950 0.32 -0.07 -0.38 0.011
H 9.036 2.530 -2.970 -0.13 -0.24 0.20 0.501
H 7.385 2.865 -2.285 0.37 0.04 0.38 0.162
H 7.519 0.442 -2.177 0.02 -0.10 0.05 -0.061
H 5.764 -0.336 -3.612 -0.53 0.09 0.30 0.435
H 5.973 0.966 -4.773 -0.09 0.31 0.02 0.375
H 5.600 1.235 -0.879 0.66 -0.11 -0.32 -0.003
H 4.518 0.106 -1.715 0.15 -0.13 -0.29 0.423
H 4.050 1.755 -1.364 -0.24 -0.06 0.07 -0.328
H 8.732 0.480 -4.861 -0.33 0.22 -0.14 0.251
H 9.466 0.206 -3.467 -0.11 -0.02 0.31 0.269
C -0.432 -3.152 -2.751 0.48 -0.82 -0.32 -0.816
C 0.128 -3.915 -3.969 -1.43 0.56 0.60 0.418
C -0.097 -5.461 -3.764 0.33 0.99 -0.40 -0.759
O 0.618 -5.825 -2.622 0.78 -2.22 0.54 -0.220
C 0.686 -7.273 -2.376 -0.27 0.93 0.75 -0.750
N -0.558 -3.405 -5.156 -0.45 -1.24 -0.11 -0.691
H 0.090 -3.567 -1.889 0.07 0.59 0.28 0.790
H -1.500 -3.297 -2.588 -0.05 -0.27 -0.23 0.038
H -0.267 -2.088 -2.921 0.16 0.00 0.45 -0.219
H 1.163 -3.576 -4.013 0.58 -0.97 0.13 0.325
H 0.225 -6.074 -4.606 0.28 0.17 -0.44 0.506
H -1.147 -5.714 -3.620 -0.47 0.45 -0.08 0.295
H 0.780 -7.977 -3.202 0.38 0.72 -0.77 0.345
H -0.202 -7.652 -1.871 -0.41 0.42 0.21 0.188
H 1.511 -7.438 -1.683 0.06 0.18 -0.17 0.274
H -0.333 -2.450 -5.398 0.21 0.08 0.13 0.025
H -0.268 -3.974 -5.938 -0.10 0.09 -0.40 0.284
C -6.741 -2.640 0.502 -0.34 0.89 0.05 -1.544
C -5.529 -1.912 -0.105 -0.60 -1.46 0.80 0.898
C -4.521 -1.646 0.997 1.22 0.18 0.15 2.234
O -4.861 -0.625 1.936 -1.11 -2.02 -0.13 -0.438
C -4.782 0.671 1.440 0.52 0.03 0.21 -0.773
N -4.907 -2.758 -1.121 0.69 0.30 -0.66 -0.124
H -7.491 -2.891 -0.249 0.16 -0.20 -0.19 0.465
H -7.265 -1.983 1.196 0.04 0.01 0.31 0.390
H -6.420 -3.532 1.040 0.00 -0.08 -0.06 0.222
H -5.820 -0.936 -0.493 -0.09 -0.13 -0.44 -0.011
H -3.531 -1.468 0.576 0.14 0.94 -0.66 -1.089
H -4.211 -2.535 1.545 -1.05 -0.34 0.40 -0.730
H -3.766 0.671 1.045 -0.03 1.27 -0.55 0.179
H -4.905 1.315 2.311 0.23 0.24 -0.17 0.424
H -5.571 0.907 0.727 0.21 0.06 -0.31 0.153
H -4.470 -3.592 -0.756 0.39 0.13 0.80 -0.588
H -5.539 -3.200 -1.772 -0.62 0.55 -0.16 0.430
C -1.912 2.574 8.712 -1.12 -0.05 -0.50 -1.447
C -0.910 2.370 7.627 0.64 0.15 -0.38 1.178
C -1.449 2.458 6.188 -1.14 -0.21 0.90 -0.678
O -2.424 1.419 5.995 0.94 0.93 2.12 -0.495
C -2.781 1.201 4.687 0.12 -0.85 -0.17 -0.285
N 0.162 3.350 7.821 -0.06 -0.38 -1.07 -0.868
H -1.413 2.800 9.655 -0.10 -0.75 0.19 0.416
H -2.554 1.696 8.642 -0.18 0.02 0.97 0.332
H -2.551 3.443 8.556 0.01 0.16 -0.37 0.303
H -0.541 1.346 7.672 0.25 -0.38 0.37 -0.291
H -0.677 2.356 5.425 0.33 0.19 0.07 0.304
H -1.963 3.418 6.141 0.07 0.34 -0.57 0.363
H -2.086 0.470 4.273 0.16 0.00 -0.60 -0.013
H -2.744 2.129 4.116 -0.49 0.01 -0.34 0.430
H -3.735 0.679 4.768 -0.26 0.38 -0.66 0.106
H 0.590 3.210 8.725 -0.10 -0.03 0.26 0.309
H 0.841 2.993 7.164 0.93 0.53 -0.18 0.370
C -3.878 -0.762 -4.698 0.23 1.07 -0.44 -1.975
C -3.324 0.039 -3.504 -0.23 -1.11 -0.61 1.473
C -4.434 0.792 -2.764 0.10 -0.13 0.02 -0.161
O -5.175 1.651 -3.627 0.81 0.68 -0.01 -0.583
C -4.407 2.842 -3.876 -0.57 0.55 0.49 -0.086
N -2.660 -0.930 -2.662 0.12 0.02 1.46 0.810
H -4.154 -0.063 -5.487 -0.50 -0.21 -0.16 0.363
H -4.698 -1.411 -4.391 -0.24 0.29 0.05 0.334
H -3.133 -1.432 -5.126 0.32 0.09 0.09 0.404
H -2.515 0.722 -3.766 -0.36 0.46 -0.70 -0.739
H -4.036 1.329 -1.903 0.38 0.48 -0.01 0.278
H -5.121 0.098 -2.281 -0.30 -0.33 -0.53 0.047
H -4.945 3.618 -4.421 -0.58 -0.68 -0.65 0.496
H -3.455 2.676 -4.381 0.08 -0.23 0.08 0.087
H -4.265 3.400 -2.951 0.48 -0.43 0.31 -0.043
H -3.335 -1.307 -2.012 -0.19 -0.40 0.29 -0.727
H -2.375 -1.726 -3.214 0.08 0.13 -0.08 0.030
```
Forces are in eV/Å.

Calculated values
- Frontier orbital gap: 0.330 Eh
- HOMO level: -8.406 eV
- LUMO: 0.565 eV
- Relative energy (zero: lowest compared OMol25 entry of this formula, charge and spin): 127.3 kcal per mole